Run one
This record from the Open Molecules 2025 dataset describes a structure of composition C4H12NO2. The level of theory is the ωB97M-V functional and the def2-TZVPD basis.

CARTESIAN COORDINATES (ANGSTROEM)
C 2.40353 -0.76251 -0.44168
C 1.16277 -0.13438 -1.19383
N 0.11087 -1.11257 -1.28029
C -0.87925 -0.71020 0.30039
C -1.80744 0.38329 -0.25378
O -2.55398 1.01086 0.74576
H 2.87062 -1.50406 -1.07954
H 3.20220 -0.11955 -0.02443
H 1.97652 -1.26357 0.44474
H 1.57415 0.17669 -2.16371
H 0.91904 0.80677 -0.68254
H -0.10353 -1.52140 -0.28781
H -1.45453 -1.53112 0.71874
H -0.23976 -0.23496 1.06862
H -2.42090 -0.10894 -1.01846
H -1.22574 1.12938 -0.78278
H -0.80004 1.49052 2.66490
H -1.90837 1.72033 1.14387
O -0.82616 2.28542 2.12184

Values from the calculation:
* charge: -1
* Kohn-Sham gap: 7.46 eV
* M: 106.14 g/mol

Results of the Mulliken charge analysis, in e, for atoms 1 through 5: atom 1 (C): -1.05, atom 2 (C): -0.31, atom 3 (N): -0.64, atom 4 (C): -0.53, atom 5 (C): -0.45

=====

Run two
This record from the Open Molecules 2025 dataset describes a cluster of 2 separate species, C4H12NO2 in total. The level of theory is the ωB97M-V functional and the def2-TZVPD basis.

CARTESIAN COORDINATES (ANGSTROEM)
C 0.86943 0.98346 0.30746
N 0.77572 -0.20466 -0.56854
C -0.59786 -0.81904 -0.52201
O -1.07525 -1.02456 0.71871
C -0.31732 1.94422 0.16371
C -0.35690 2.50940 -1.28380
H 1.71806 1.58658 -0.03651
H 0.94322 0.69280 1.35711
H 1.35055 -0.90054 -0.12042
H -0.50639 -1.71651 -1.17922
H -1.23499 -0.19183 -1.18655
H -1.22569 1.41554 0.43941
H -0.08195 2.83744 0.75397
H -1.25887 3.03669 -1.58332
H -0.12457 1.68525 -1.96093
H 0.47287 3.21892 -1.41540
H 0.48373 -3.33204 0.25856
H 0.06734 -2.25364 1.24841
O 0.60615 -3.11031 1.18764

Values from the calculation:
* charge: -1
* Kohn-Sham gap: 7.41 eV
* M: 106.14 g/mol

Results of the Mulliken charge analysis, in e, for atoms 1 through 5: atom 1 (C): -0.54, atom 2 (N): -0.45, atom 3 (C): -0.82, atom 4 (O): -0.92, atom 5 (C): -0.50

=====

Run three
This record from the Open Molecules 2025 dataset describes a structure of composition C4H12NO2. The level of theory is the ωB97M-V functional and the def2-TZVPD basis.

CARTESIAN COORDINATES (ANGSTROEM)
C -1.97696 -1.56592 -0.45186
C -1.66349 -0.48550 0.59240
N -1.82340 0.92614 0.19929
C -0.44964 1.30574 -0.76083
C 0.90573 0.85274 -0.24313
O 1.09216 -0.53557 -0.23559
H -1.84074 -1.13247 -1.43719
H -3.01202 -1.90159 -0.43695
H -1.30510 -2.39931 -0.31307
H -2.19805 -0.62944 1.52535
H -0.60957 -0.64229 0.81422
H -1.77419 0.95620 -0.79071
H -0.46444 2.37206 -0.53384
H -0.42883 1.22568 -1.85159
H 1.71365 1.34615 -0.78303
H 0.94899 1.18470 0.80024
H 3.54548 -0.12544 1.68771
H 2.04423 -0.60756 0.16537
O 3.46882 -0.22022 0.72896

Values from the calculation:
* charge: -1
* Kohn-Sham gap: 7.30 eV
* M: 106.14 g/mol

Results of the Mulliken charge analysis, in e, for atoms 1 through 5: atom 1 (C): -1.07, atom 2 (C): -0.14, atom 3 (N): -0.61, atom 4 (C): -0.57, atom 5 (C): -0.60

=====

Run four
This record from the Open Molecules 2025 dataset describes a cluster of 2 separate species, C4H12NO2 in total. The level of theory is the ωB97M-V functional and the def2-TZVPD basis.

CARTESIAN COORDINATES (ANGSTROEM)
C 1.07779 0.57957 -0.60952
N 1.34839 -0.45489 0.43520
C 1.01846 -1.90511 -0.06916
O -0.06531 -1.96869 -0.82297
C 0.49215 1.78545 0.12766
C -1.02553 1.86935 0.17963
H 0.45093 -0.01268 -1.31417
H 1.98933 0.91156 -1.13725
H 0.70528 -0.30926 1.20024
H 0.92074 -2.48196 0.90246
H 1.89144 -2.36277 -0.61024
H 0.87336 1.79986 1.16142
H 0.90675 2.72653 -0.27431
H -1.48796 0.91025 0.42660
H -1.40408 1.99354 -0.83710
H -1.42714 2.64780 0.82679
H -2.21943 -2.24560 0.86341
H -1.61900 -1.74707 -0.53943
O -2.42619 -1.73589 0.09073

Values from the calculation:
* charge: -1
* Kohn-Sham gap: 7.38 eV
* M: 106.14 g/mol

Results of the Mulliken charge analysis, in e, for atoms 1 through 5: atom 1 (C): -0.17, atom 2 (N): -0.64, atom 3 (C): -0.43, atom 4 (O): -0.88, atom 5 (C): -0.76

=====

Relative energy table, unit eV: run one 3.932; run two 0.000; run three 3.289; run four 0.347

=====

Run one
This record from the Open Molecules 2025 dataset describes a cluster of 2 separate species, C4H12NO2 in total. The level of theory is the ωB97M-V functional and the def2-TZVPD basis.

CARTESIAN COORDINATES (ANGSTROEM)
C -1.16418 -0.98667 -2.08774
C 0.11961 -1.46975 -1.39052
N 0.93843 -0.39637 -0.86085
C 0.35630 0.28474 0.30722
C 1.38498 0.99098 1.18894
O 0.92525 1.20018 2.48101
H -1.65556 -1.70118 -2.74453
H -1.83392 -0.56159 -1.33558
H -0.87989 -0.08070 -2.62826
H 0.70148 -2.05084 -2.11171
H -0.09510 -2.12858 -0.55280
H 1.12655 0.27508 -1.59321
H -0.38075 1.04038 0.00471
H -0.18758 -0.46639 0.88527
H 1.63008 1.94538 0.68063
H 2.28776 0.37806 1.19707
H -1.67638 1.78114 2.85800
H -0.14136 1.06185 2.56220
O -1.45574 0.88427 3.14017

Values from the calculation:
* charge: -1
* Kohn-Sham gap: 7.03 eV
* M: 106.14 g/mol

Results of the Mulliken charge analysis, in e, for atoms 1 through 5: atom 1 (C): -0.99, atom 2 (C): -0.47, atom 3 (N): -0.38, atom 4 (C): -0.55, atom 5 (C): -0.39

=====

Run two
This record from the Open Molecules 2025 dataset describes a cluster of 2 separate species, C4H12NO2 in total. The level of theory is the ωB97M-V functional and the def2-TZVPD basis.

CARTESIAN COORDINATES (ANGSTROEM)
C -0.35190 -0.36888 1.39570
N 0.32096 -1.12505 0.44074
C -0.61355 -1.31764 -0.75816
O -0.85779 -0.28040 -1.63301
C 0.46668 0.13664 2.57744
C 1.28240 1.55098 2.32855
H -1.00420 0.33437 0.86222
H -1.14246 -1.03318 1.78299
H 1.12065 -0.68590 0.07597
H -0.23648 -2.22287 -1.20953
H -1.59369 -1.69772 -0.19800
H 1.05679 -0.66754 3.01572
H -0.27097 0.40120 3.32754
H 0.79494 2.45432 2.65043
H 2.24720 1.34350 3.01195
H 1.68658 1.63213 1.35011
H -1.01780 1.03519 -4.33575
H -0.29695 0.38779 -3.07570
O -0.17872 1.10383 -3.81752

Values from the calculation:
* charge: -1
* Kohn-Sham gap: 7.13 eV
* M: 106.14 g/mol

Results of the Mulliken charge analysis, in e, for atoms 1 through 5: atom 1 (C): -0.55, atom 2 (N): -0.45, atom 3 (C): -0.62, atom 4 (O): -0.89, atom 5 (C): -0.64

=====

Run three
This record from the Open Molecules 2025 dataset describes a structure of composition C4H12NO2. The level of theory is the ωB97M-V functional and the def2-TZVPD basis.

CARTESIAN COORDINATES (ANGSTROEM)
C -0.71242 1.13123 -2.49388
C -0.18865 0.32893 -1.29395
C -1.07743 0.43089 -0.02096
C -1.07971 -0.95034 0.88897
O -0.39767 -0.95021 2.10440
N 1.28890 0.49669 -1.15515
H -1.60740 0.49245 -2.71980
H -0.18452 1.13474 -3.44399
H -1.19362 2.06618 -2.29858
H -0.26653 -0.68788 -1.67312
H -2.15385 0.59251 -0.23701
H -0.57075 1.24810 0.52726
H -0.87927 -1.86114 0.33669
H -2.13868 -1.01421 1.15721
H 1.58219 0.08701 -0.27471
H 1.48304 1.48002 -1.26400
H 2.10509 -1.39276 1.66211
H 0.80920 -0.62884 2.20619
O 1.98581 -0.48420 1.97834

Values from the calculation:
* charge: -1
* Kohn-Sham gap: 7.36 eV
* M: 106.14 g/mol

Results of the Mulliken charge analysis, in e, for atoms 1 through 5: atom 1 (C): -1.47, atom 2 (C): 0.42, atom 3 (C): -0.62, atom 4 (C): -0.51, atom 5 (O): -0.77

=====

Relative energy table, unit eV: run one 0.000; run two 0.365; run three 0.168

=====

Run one
This record from the Open Molecules 2025 dataset describes a cluster of 2 separate species, C3H2NO3 in total. The level of theory is the ωB97M-V functional and the def2-TZVPD basis.

CARTESIAN COORDINATES (ANGSTROEM)
C 1.20698 -0.24171 0.76230
C 0.44103 1.28710 -1.85375
C 0.19714 0.53227 0.30315
N 0.03880 -1.01304 0.39022
O 0.33234 0.26389 -2.41639
O 2.37909 -0.43022 0.99113
O 0.63673 2.40932 -1.67510
H -0.57608 1.19513 0.69953
H 0.17606 -1.32508 -0.56074

Values from the calculation:
* charge: -1
* Kohn-Sham gap: 6.97 eV
* M: 100.05 g/mol

Results of the Mulliken charge analysis, in e, for atoms 1 through 5: atom 1 (C): 0.57, atom 2 (C): 0.61, atom 3 (C): -0.48, atom 4 (N): -0.67, atom 5 (O): -0.47

=====

Run two
This record from the Open Molecules 2025 dataset describes a cluster of 2 separate species, C3H2NO3 in total. The level of theory is the ωB97M-V functional and the def2-TZVPD basis.

CARTESIAN COORDINATES (ANGSTROEM)
C 1.77083 -0.60624 -0.21542
C -1.88901 0.17853 0.25056
C 0.80795 0.43427 -0.19677
N -0.90926 -0.56797 -0.12743
O 2.63039 -0.76723 0.64680
O -3.08522 -0.13700 0.19670
O 0.69219 1.61693 -0.21092
H 1.60665 -1.34810 -1.01674
H -1.62452 1.19681 0.67321

Values from the calculation:
* charge: -1
* Kohn-Sham gap (alpha / beta): 7.33 / 7.33 eV
* M: 100.05 g/mol

Results of the Mulliken charge analysis, in e, for atoms 1 through 5: atom 1 (C): -0.03, atom 2 (C): 0.05, atom 3 (C): 0.59, atom 4 (N): -0.49, atom 5 (O): -0.50

=====

Relative energy table, unit eV: run one 0.000; run two 1.116